[1]
63
Properties=species:S:1:pos:R:3:forces:R:3:mulliken_charge:R:1 method="wB97M-V/def2-TZVPD" charge=0 fmax_ev_per_a=0.90 homo_ha=-0.32865 lumo_energy_ev=0.419
C -6.10758 1.88575 -0.99807 -0.09 0.00 -0.03 -1.5223
C -4.88232 1.31776 -0.38774 0.08 0.16 -0.11 0.9272
N -3.78380 1.98328 -0.20213 -0.16 0.57 -0.18 -0.8179
C -2.89054 1.10408 0.35344 -0.28 -0.85 0.09 -0.1347
C -1.58244 1.29665 0.76613 -0.01 -0.19 0.05 -0.4072
C -0.91200 0.20425 1.30243 -0.24 0.04 -0.10 0.2624
C -1.53827 -1.04737 1.43161 0.14 0.07 0.02 -1.0413
C -2.84007 -1.25106 1.03367 -0.10 -0.11 0.00 -0.5480
C -3.50707 -0.16604 0.48336 0.66 0.47 0.17 0.4782
N -4.78605 -0.00142 0.00990 0.23 0.26 0.03 0.2119
C -5.76454 -1.00742 -0.08781 -0.43 -0.42 -0.05 -0.1756
C -7.03055 -0.81420 0.45278 0.18 0.01 0.00 -0.0617
C -7.98057 -1.81408 0.34949 -0.06 -0.01 -0.03 -0.7012
C -7.67309 -3.00720 -0.28270 -0.05 -0.04 0.00 -0.4041
C -6.40947 -3.20085 -0.81586 -0.01 -0.05 0.02 -0.7403
C -5.45454 -2.20512 -0.72365 0.02 0.16 0.02 -0.2301
H -4.47190 -2.34350 -1.14942 0.08 0.01 -0.04 0.5480
H -6.16653 -4.12922 -1.31031 0.02 -0.07 -0.04 0.3695
H -8.41657 -3.78576 -0.35850 -0.07 -0.07 0.00 0.4019
H -8.96272 -1.66190 0.77086 -0.08 0.01 0.04 0.3752
H -7.26081 0.10839 0.96300 0.00 0.09 0.06 0.4401
H -3.32198 -2.20965 1.15182 0.00 -0.10 0.02 0.5424
H -0.96455 -1.85207 1.86481 0.03 -0.07 0.03 0.5163
C 0.48561 0.30894 1.76351 0.13 -0.28 0.08 1.0075
O 1.15954 -0.62242 2.13402 -0.14 0.18 0.11 -0.6856
O 0.95272 1.57142 1.70842 -0.21 0.15 -0.04 -0.3001
C 2.28062 1.77966 2.17172 0.25 -0.15 0.36 -1.2223
H 2.54628 2.79514 1.86934 -0.03 -0.10 0.01 0.2887
H 2.30267 1.71147 3.26480 0.06 0.00 -0.24 0.3662
C 3.32116 0.77112 1.67215 -0.19 0.32 -0.02 1.1524
O 4.13702 0.33157 2.45821 0.14 0.04 0.27 -0.6727
N 3.30438 0.42898 0.36291 0.15 -0.14 -0.16 0.5856
C 2.60120 1.14746 -0.68038 0.16 0.23 -0.36 -1.3506
H 1.87221 1.82507 -0.24132 0.01 -0.05 -0.06 0.5799
H 2.05311 0.42301 -1.29367 -0.05 0.06 0.04 0.2050
C 3.54914 1.96617 -1.57402 -0.25 0.13 0.11 1.1874
C 4.26719 3.03714 -0.75741 -0.01 -0.29 -0.15 -1.5715
H 4.99502 3.55806 -1.37456 0.08 0.09 -0.01 0.4499
H 4.79004 2.59547 0.08825 0.11 0.04 0.12 0.3507
H 3.55447 3.76932 -0.38246 -0.10 0.12 0.07 0.3056
C 2.74857 2.59989 -2.70877 0.21 -0.23 0.11 -1.6876
H 3.40356 3.18088 -3.35279 0.01 0.09 -0.10 0.4195
H 2.26366 1.83682 -3.31301 -0.09 -0.05 -0.11 0.4174
H 1.98200 3.26205 -2.31183 -0.11 0.11 0.04 0.3577
H 4.29638 1.29539 -2.00939 -0.01 -0.04 0.00 0.2523
C 4.13561 -0.68494 -0.07546 -0.35 0.02 0.36 -0.7817
C 5.63369 -0.47991 0.07314 0.15 -0.78 -0.20 -0.7923
H 6.05660 0.24870 -0.60946 0.14 -0.05 -0.14 0.4068
H 5.91611 -0.27997 1.10158 -0.01 -0.03 0.05 0.4621
S 6.21122 -2.13966 -0.40359 0.34 -0.03 -0.10 1.2173
O 7.37365 -2.54398 0.33503 -0.03 0.02 0.47 -0.6959
O 6.30061 -2.18675 -1.84058 -0.36 0.12 -0.29 -0.6715
C 4.71783 -3.06136 0.12159 0.52 0.40 -0.13 -0.7840
C 3.81632 -1.98332 0.68604 -0.42 0.15 0.08 -0.8700
H 4.02143 -1.82306 1.74408 -0.04 -0.03 -0.07 0.3888
H 2.75846 -2.22949 0.58649 0.04 -0.03 0.00 0.3830
H 5.01045 -3.81132 0.84732 0.11 -0.06 0.03 0.4472
H 4.31605 -3.53003 -0.77214 0.06 -0.01 -0.10 0.4003
H 3.92228 -0.84650 -1.13741 -0.06 0.09 0.07 0.5128
H -1.11027 2.26016 0.67682 0.05 0.12 -0.01 0.6182
H -6.63314 1.13336 -1.58279 -0.08 0.04 -0.04 0.3711
H -6.78071 2.26185 -0.22814 -0.09 0.00 0.00 0.2679
H -5.82475 2.72030 -1.63333 0.02 0.00 -0.01 0.3959

***

[2]
106
Properties=species:S:1:pos:R:3:forces:R:3:mulliken_charge:R:1 method="wB97M-V/def2-TZVPD" charge=+1 fmax_ev_per_a=10.06 homo_ha=-0.43526 lumo_energy_ev=-2.565
C 2.42948 2.64657 2.65892 -2.02 3.47 3.29 -0.4927
O 1.10848 1.99657 2.86492 2.03 0.00 -2.97 -0.2594
C 0.43348 1.84457 1.61092 -2.93 -1.37 2.29 0.2831
C 0.42648 0.37357 1.16592 1.84 0.86 -1.04 -1.0760
N -0.40752 0.25857 -0.05208 0.49 -0.70 -0.77 1.0226
H -1.27152 0.60857 0.27292 -2.42 1.01 0.52 0.0120
H -0.16452 0.84057 -0.84708 0.83 0.85 -0.05 0.0051
C -0.68652 -1.09743 -0.64508 3.86 1.67 -0.96 0.6798
C -1.62952 -1.01843 -1.78808 -0.16 -4.47 0.40 -1.8295
O -2.09052 -2.42143 -2.10408 1.00 2.47 0.64 -0.3161
C -1.24152 -3.01943 -3.05408 4.62 2.40 1.15 -0.3699
H 2.15148 3.72357 2.27992 0.95 -2.16 0.43 0.1145
H 3.24848 2.20857 2.15492 -0.04 -1.24 -1.33 0.4057
H 2.82848 2.77457 3.73392 -0.74 -0.04 -1.49 0.2234
H 0.99048 2.33157 0.90092 0.89 1.67 -1.94 0.4676
H -0.65752 2.23757 1.71392 1.99 -0.39 -0.30 -0.4399
H 0.14648 -0.37643 1.82892 -1.45 -0.88 1.65 0.5357
H 1.46548 0.07757 1.04692 0.33 0.11 -0.95 0.2221
H -0.94152 -1.59743 0.22592 -1.14 -1.94 0.98 0.1173
H 0.34448 -1.42543 -1.00708 -1.34 -0.13 0.56 -0.0476
H -1.44652 -0.44243 -2.63108 2.47 0.28 -2.31 0.5282
H -2.43252 -0.43343 -1.68408 -4.10 1.51 2.29 1.0296
H -0.37252 -3.75743 -2.69808 -1.66 2.02 -0.04 -0.6500
H -0.86052 -2.20643 -3.78308 0.13 -1.26 1.34 0.2681
H -1.77952 -3.56543 -3.65808 -3.30 -3.27 -2.92 0.8645
O 0.68548 1.68157 5.13892 0.09 -1.89 -0.71 -0.6775
H 1.06348 1.30957 4.26892 -0.23 1.14 1.70 0.4197
H -0.13752 1.17157 5.06692 -0.13 0.49 0.82 0.2970
O -2.87952 -1.72343 -5.61908 -1.44 -0.01 -0.88 -0.5777
H -3.40052 -2.49943 -5.38308 0.42 -0.46 0.65 0.2979
H -3.50352 -1.42343 -6.32008 0.99 0.42 0.31 0.2592
O -0.45752 -6.70443 -2.50008 -0.63 1.26 1.19 -0.6554
H -0.33852 -6.09143 -3.22408 0.32 -0.22 -0.92 0.3586
H -0.83252 -6.05743 -1.84708 0.33 -1.19 -0.16 0.3763
O -2.22452 4.29257 1.28092 -1.44 -0.46 -0.81 -0.6430
H -2.54452 5.15757 0.95892 0.18 -0.82 -0.22 0.2762
H -1.79052 4.62057 2.10292 0.18 -0.82 -1.32 0.3697
O 0.44748 -5.40143 -4.91108 0.49 -0.51 0.99 -0.6412
H 1.16148 -5.88343 -5.36408 -0.69 0.53 -0.21 0.2825
H -0.00552 -4.77343 -5.46108 0.06 0.12 -0.98 0.3037
O -3.17052 2.32157 3.29392 -1.72 3.28 0.28 -0.5898
H -2.45552 1.77557 3.41992 2.24 -2.22 0.61 0.2663
H -3.98452 1.84857 3.32992 -0.71 -0.72 0.26 0.2753
O -4.40652 0.29457 -3.97408 3.92 -1.75 3.96 -0.5956
H -3.70952 -0.45743 -4.04208 -2.49 1.98 -0.97 0.3929
H -4.95952 0.50757 -4.66008 -1.50 -0.09 -3.00 0.2417
O 1.51748 -2.77743 3.19692 -2.68 2.11 2.30 -0.5907
H 1.57648 -3.39643 2.52092 0.24 -1.88 -1.96 0.2767
H 0.52048 -2.73043 3.40292 2.41 -0.20 -0.38 0.3027
O 5.51648 1.99857 4.17492 1.70 -4.32 -2.96 -0.5503
H 5.93948 1.21857 4.62092 -0.71 1.48 -0.39 0.2879
H 5.26148 2.60557 4.77992 -1.02 2.84 3.29 0.2891
O -2.81652 1.26457 1.03192 -0.85 -4.63 -0.33 -0.5936
H -3.27652 0.53757 1.65492 1.55 2.02 -2.02 0.2501
H -2.91352 2.06957 1.47792 -0.25 2.45 0.88 0.3015
O -3.44752 -0.90043 2.42192 0.27 -1.44 4.74 -0.6206
H -2.97552 -1.73943 2.25292 -0.27 -0.08 -1.08 0.2694
H -3.46152 -1.06843 3.47592 -0.39 1.20 -3.36 0.3760
O 4.03048 -0.23943 1.65792 -1.18 -1.03 2.76 -0.6132
H 3.83848 -0.47443 2.65092 0.67 0.69 -2.85 0.3170
H 4.84048 0.26457 1.67992 0.43 0.26 0.12 0.2606
O -0.99252 5.75757 2.57392 1.93 -0.23 3.34 -0.7317
H -0.13252 5.34857 3.04192 -2.71 1.44 -0.66 0.3655
H -1.75852 5.61857 3.20692 1.75 0.80 -0.28 0.3646
O 0.57948 1.91657 -2.07508 -0.18 -0.11 0.42 -0.6690
H 0.09448 2.74457 -1.90108 0.07 -0.38 -0.82 0.2529
H 0.56248 1.59857 -2.98908 -0.52 0.96 0.06 0.1709
O 3.44548 2.97557 -0.64608 0.74 2.97 2.74 -0.5164
H 3.07648 2.36557 -1.21208 -0.37 -2.46 -2.05 0.3152
H 4.40548 2.96257 -0.60708 -0.29 -0.50 -0.55 0.2784
O 1.94448 6.73057 2.71092 -5.72 -5.72 4.33 -0.5536
H 2.43448 7.30957 2.32592 5.21 5.09 -4.05 0.2265
H 2.17548 5.80857 2.56392 0.69 0.67 -0.23 0.3936
O -2.69652 2.14057 -1.94708 -1.32 -2.41 4.21 -0.4880
H -3.30352 2.39757 -2.56408 -1.63 1.79 -4.19 0.2295
H -3.54352 1.79457 -1.42208 3.22 0.44 -0.01 0.2444
O 2.88948 0.49057 -2.04908 -0.77 0.05 -0.26 -0.7083
H 2.00748 0.85657 -2.11608 0.18 1.23 0.13 0.4875
H 2.55848 -0.41143 -2.04208 1.22 -1.03 0.16 0.3262
O -1.10352 -5.02443 -0.08008 -0.75 2.37 -3.32 -0.6104
H -0.20752 -4.72843 -0.04008 1.35 0.13 0.04 0.3026
H -1.28552 -5.55943 0.61792 -0.54 -2.55 3.18 0.2642
O -0.18652 -0.48743 -5.57508 0.09 -0.20 0.13 -0.5565
H -1.10552 -0.63343 -5.40808 -1.58 -1.79 -0.79 0.1822
H -0.27152 0.30557 -5.07908 1.44 1.99 0.58 0.3456
O -2.76452 -3.44043 1.61392 -2.34 0.65 4.37 -0.6109
H -3.49052 -4.06343 1.54292 -0.53 0.00 0.54 0.3011
H -2.37752 -3.59043 0.83192 3.04 -0.73 -4.92 0.2934
O 1.53548 -4.35443 -0.73208 -0.26 -2.16 -0.12 -0.4889
H 2.24448 -4.98743 -0.91808 -0.74 -0.81 -0.05 0.2626
H 2.09148 -3.62743 -0.59308 0.56 2.64 0.56 0.2296
O -4.88752 -2.17043 -0.66308 -2.21 0.94 -2.70 -0.6264
H -5.28152 -2.33043 0.15692 0.22 -0.43 2.02 0.2712
H -3.98152 -2.24143 -0.82608 2.05 -0.55 0.58 0.3208
O 4.85548 4.68157 2.49992 -0.93 -1.42 0.62 -0.5997
H 5.39648 4.76657 1.72392 0.41 0.07 -0.53 0.2891
H 4.60648 3.72057 2.53392 0.64 1.40 -0.06 0.3056
O 2.71248 -2.08143 -1.57408 2.87 5.41 7.22 -0.7234
H 3.56848 -2.40143 -1.21408 -0.28 1.31 0.23 0.3305
H 2.59348 -2.70343 -2.13208 -2.44 -6.49 -7.29 0.3633
O 2.15948 -3.42543 -3.75208 -3.86 2.08 -0.68 -0.6355
H 2.77248 -4.06743 -3.64408 3.47 -3.14 0.29 0.2444
H 1.35948 -3.98343 -3.93608 0.68 0.71 0.06 0.2813
O 0.47648 4.53257 4.72592 0.91 -1.06 -0.87 -0.6958
H 0.78648 3.54957 4.68992 -1.80 2.11 1.01 0.4153
H -0.26052 4.78057 5.31492 0.75 -1.13 -0.18 0.2592

***

[3]
16
Properties=species:S:1:pos:R:3:forces:R:3:mulliken_charge:R:1 method="wB97M-V/def2-TZVPD" charge=0 fmax_ev_per_a=2.20 homo_ha=-0.25913 lumo_energy_ev=0.913
C -0.82944 -0.19065 1.84736 -0.19 0.08 -0.03 -1.3500
C -0.03508 -0.25842 -1.18795 0.50 1.69 -1.08 0.7295
C -0.09289 1.04740 -0.27511 -0.22 -2.10 -0.59 -0.0313
N 0.98952 1.63343 0.29644 0.03 0.03 0.22 -0.3970
C -0.94242 0.17466 0.38902 -0.38 1.04 1.37 -0.0261
C 1.03903 -1.07465 -1.22234 -0.03 -0.11 0.16 -1.2352
O -0.92484 -0.18360 -2.23559 0.06 -0.14 0.25 -0.4710
H -0.87050 -1.00878 -2.73567 0.00 -0.02 0.15 0.3320
H 1.78801 1.82787 -0.28446 -0.10 0.05 0.06 0.2474
H 1.17253 1.52651 1.28607 0.06 -0.06 -0.16 0.1737
H -1.91811 0.00107 -0.04577 0.23 -0.33 -0.42 0.4263
H 1.70049 -1.15593 -0.37678 0.04 0.07 0.13 0.3092
H 1.36684 -1.52630 -2.14805 -0.19 -0.14 -0.03 0.2935
H 0.20890 -0.29039 2.16862 0.03 -0.07 -0.03 0.3156
H -1.28710 0.59322 2.45992 0.04 -0.01 0.00 0.3188
H -1.36494 -1.11545 2.06430 0.12 0.00 -0.01 0.3645

***

[4]
85
Properties=species:S:1:pos:R:3:forces:R:3:mulliken_charge:R:1 method="wB97M-V/def2-TZVPD" charge=0 fmax_ev_per_a=0.92 multiplicity=2 homo_ha="-0.26891 / -0.25905" lumo_energy_ev="-0.523 / -0.523"
Mn 0.06695 -0.04482 -0.42058 0.33 -0.80 0.32 -0.2568
O -1.60635 -0.76469 3.25563 -0.02 0.01 0.01 -0.8432
C -1.28127 -0.60465 2.07167 -0.01 0.05 -0.03 -0.2088
N -0.20912 0.01247 1.59180 -0.03 -0.06 -0.01 0.4530
C 0.54544 0.66031 2.64742 -0.05 0.00 -0.18 -1.2661
C 1.85287 1.27223 2.23543 -0.07 -0.26 0.06 0.1584
C 2.81154 1.51105 3.13592 -0.08 0.10 0.07 -0.7706
C 4.05097 2.19354 2.78878 0.10 0.05 -0.19 -0.3730
C 4.34172 2.47142 1.51864 -0.03 0.01 0.20 -1.2468
C 3.37681 2.06695 0.45510 0.13 0.12 -0.01 0.0779
N 2.00518 1.63047 0.86571 0.10 0.13 0.32 0.7795
C -2.20287 -1.07995 0.98353 0.11 0.04 -0.02 0.4259
C -3.41395 -1.67933 1.28737 -0.02 -0.02 0.01 -0.7508
C -4.26950 -2.01525 0.25587 0.01 0.00 0.01 -0.6551
C -3.88743 -1.72540 -1.04654 0.00 0.00 0.00 -1.0660
C -2.66279 -1.12518 -1.26026 -0.02 -0.02 0.03 -0.0680
N -1.82067 -0.82111 -0.27165 -0.15 0.07 -0.08 1.1555
H 0.73451 -0.03573 3.46930 0.03 -0.01 0.00 0.5456
H -0.07254 1.45416 3.09121 0.01 0.03 -0.04 0.4185
H 2.62007 1.24351 4.16675 0.03 0.04 0.01 0.5156
H 4.72206 2.49299 3.58400 0.02 -0.01 -0.01 0.4018
H 5.23477 3.00840 1.22836 0.02 -0.03 0.00 0.4595
H 3.28416 2.83626 -0.31990 0.02 0.02 0.02 0.4665
H -3.64364 -1.84087 2.33110 0.00 0.00 0.00 0.5879
H -5.22622 -2.47900 0.45934 0.00 0.00 0.00 0.4260
H -4.53188 -1.93818 -1.88825 0.00 0.00 0.01 0.5187
H -2.35515 -0.85279 -2.25733 -0.01 0.00 0.00 0.3541
O 0.99600 -2.51265 0.78579 0.00 0.04 0.02 -0.4463
N 0.56214 -2.08722 -0.44859 -0.15 0.04 0.03 0.7573
C 0.28177 -3.01022 -1.28238 0.04 0.02 0.10 -0.5921
C -0.09249 -2.88629 -2.69866 -0.05 -0.07 -0.06 0.5725
C -0.36245 -4.11133 -3.32327 0.02 0.03 0.08 -1.0559
C -0.60469 -4.19379 -4.67931 -0.01 0.01 -0.06 -0.8661
C -0.54191 -3.04470 -5.45603 0.00 -0.05 0.03 -0.9554
C -0.27174 -1.83004 -4.85166 -0.01 0.02 0.01 -0.6968
C -0.08516 -1.71849 -3.47427 -0.01 0.00 0.02 0.2609
P 0.28651 -0.07614 -2.74419 0.16 0.15 -0.20 1.5372
C 1.87602 0.18495 -3.65063 -0.01 -0.13 -0.05 1.1784
C 2.78676 -0.87316 -3.61695 -0.01 0.02 0.00 -0.7184
C 3.98273 -0.81156 -4.31128 0.03 0.01 0.02 -0.5177
C 4.29877 0.32288 -5.04726 0.02 -0.02 0.00 -0.6670
C 3.40320 1.37835 -5.09108 -0.01 0.01 0.00 -0.6912
C 2.19533 1.30779 -4.40613 0.03 0.03 0.05 -0.9043
C -0.86033 1.08107 -3.57249 -0.03 -0.04 0.03 1.5162
C -0.63794 2.44462 -3.36853 0.02 0.01 -0.01 -0.7362
C -1.52481 3.38877 -3.85714 0.01 0.01 0.00 -0.8853
C -2.65961 2.98610 -4.54631 0.00 -0.01 0.00 -0.9154
C -2.89837 1.63619 -4.74365 0.00 0.01 0.00 -1.0232
C -2.00570 0.69031 -4.25984 -0.02 0.01 -0.03 -0.5003
H 0.87688 -3.47493 0.83606 0.04 -0.02 -0.01 0.3689
H 0.36739 -4.04139 -0.93238 0.02 -0.01 -0.05 0.4380
H -0.36885 -5.01362 -2.72321 0.00 0.00 -0.01 0.4139
H -0.81851 -5.15239 -5.13311 0.00 0.00 0.00 0.4241
H -0.69605 -3.09687 -6.52575 0.00 0.01 0.00 0.4532
H -0.20396 -0.93628 -5.45979 0.01 -0.01 0.00 0.6428
H 2.54101 -1.77037 -3.05796 0.04 0.00 0.00 0.3899
H 4.66948 -1.64859 -4.27999 -0.01 0.00 0.00 0.4290
H 5.23206 0.37604 -5.59284 0.00 0.00 0.00 0.3890
H 3.63288 2.26076 -5.67470 0.00 0.00 0.00 0.4590
H 1.49973 2.12928 -4.48779 -0.02 0.03 0.01 0.4325
H 0.20733 2.77130 -2.77669 0.01 0.00 0.01 0.4508
H -1.34300 4.43925 -3.66918 0.00 0.00 0.00 0.4580
H -3.36286 3.72280 -4.91242 0.00 0.00 0.00 0.3965
H -3.78868 1.31057 -5.26613 0.00 0.00 0.00 0.4378
H -2.22499 -0.35790 -4.41718 -0.01 0.03 0.01 0.3610
Cl -1.46392 8.28285 0.46975 0.00 0.00 0.00 -0.2360
C -1.51974 6.56503 0.17930 0.00 0.00 0.00 0.4207
C -0.38491 5.80350 0.40446 0.00 -0.01 0.01 -1.0067
C -0.43338 4.43833 0.16223 0.00 0.01 0.00 0.1601
C -1.60396 3.84444 -0.29464 -0.01 -0.01 -0.01 0.0668
C -2.73408 4.62548 -0.49975 -0.01 0.00 -0.01 -0.4260
C -2.69939 5.99175 -0.26881 0.00 0.00 0.00 -0.7455
C -1.65804 2.36184 -0.58737 0.01 -0.08 0.02 0.1275
O -2.72962 1.83300 -0.86142 -0.01 0.04 0.01 -0.7554
O -0.50223 1.79837 -0.56128 -0.03 0.21 0.01 -0.0284
H 0.51802 6.27649 0.76654 -0.01 0.00 0.00 0.4214
H 0.43206 3.81009 0.33323 0.00 -0.01 -0.01 0.4462
H -3.63718 4.13978 -0.84612 0.00 0.00 0.00 0.5035
H -3.57221 6.60989 -0.42924 0.00 0.00 0.00 0.4296
C 4.49556 -0.06243 -0.84735 0.09 0.05 -0.07 -1.3997
C 3.43152 0.72325 -0.19462 0.01 -0.49 -0.01 0.5368
N 2.21986 0.39497 0.09883 -0.46 0.75 -0.26 -0.1496
H 5.17020 -0.41467 -0.06188 0.02 0.03 -0.02 0.4017
H 5.08116 0.55173 -1.53260 -0.05 -0.02 -0.05 0.2742
H 4.10084 -0.92314 -1.37505 -0.07 -0.04 -0.01 0.1244